## w
9
Properties=species:S:1:pos:R:3:nbo_charge:R:1 method="wB97M-V/def2-TZVPD" lumo_ev="-1.09 / -1.09" orbital_gap_ev="7.4179 / 7.4190" charge=0 homo_ev="-8.51 / -8.51"
C -2.296 -0.801 -0.004 -0.365
C -2.027 0.483 -0.108 0.599
C 0.012 -0.339 0.194 0.523
C 1.401 0.011 -0.029 -0.730
N -0.918 -1.092 0.137 -0.298
O -1.200 1.321 0.042 -0.555
H 1.947 -0.874 0.356 0.286
H 1.554 1.070 0.542 0.278
H 1.525 0.223 -1.131 0.262

## x
9
Properties=species:S:1:pos:R:3:nbo_charge:R:1 method="wB97M-V/def2-TZVPD" smiles="O=C1C=CN=C1" lumo_ev=-1.86 orbital_gap_ev=8.1346 charge=0 homo_ev=-10.00
O 1.928 -0.115 -0.108 -0.433
C 0.690 -0.108 0.011 0.396
C -0.246 -1.098 0.171 -0.314
C -1.414 -0.541 -0.054 0.034
N -1.198 0.818 -0.097 -0.376
C 0.053 1.101 0.170 0.014
H 0.293 -2.226 -0.026 0.239
H -2.384 -0.826 -0.234 0.217
H 0.562 2.120 0.018 0.224

## y
9
Properties=species:S:1:pos:R:3:nbo_charge:R:1 method="wB97M-V/def2-TZVPD" lumo_ev=-0.97 orbital_gap_ev=8.0747 charge=0 homo_ev=-9.04
C 0.650 1.255 -0.357 -0.128
C 1.451 2.049 -0.962 0.249
C 0.805 2.797 0.816 0.386
C 0.104 -0.036 -0.052 -0.678
N 2.040 3.213 -0.888 -0.285
O 1.564 3.624 0.253 -0.289
H -0.454 -0.293 -0.919 0.249
H 0.774 -0.799 0.264 0.241
H -0.724 -0.103 0.764 0.256

It turns out x is the most stable, with the second structure 303.7 kJ/mol higher.

## w
25
Properties=species:S:1:pos:R:3:nbo_charge:R:1 method="wB97M-V/def2-TZVPD" lumo_ev=-3.11 orbital_gap_ev=9.8062 charge=+1 homo_ev=-12.92
N -1.058 -1.935 -0.670 -0.750
C -1.776 -0.516 -0.466 -0.232
C -0.883 0.393 0.472 -0.273
N 0.439 -0.128 0.807 -0.685
C 1.484 0.248 -0.339 -0.209
C 2.864 -0.446 0.013 -0.635
H -1.138 -2.180 -1.672 0.445
H -1.469 -2.680 -0.143 0.426
H -0.070 -1.950 -0.123 0.486
H -1.648 -0.116 -1.511 0.245
H -2.835 -0.620 -0.045 0.253
H -1.480 0.742 1.405 0.233
H -0.971 1.432 -0.053 0.215
H 0.880 -0.009 1.688 0.431
H 1.693 1.320 -0.477 0.198
H 1.032 -0.034 -1.188 0.165
H 2.799 -0.816 1.076 0.214
H 3.003 -1.311 -0.656 0.221
H 3.663 0.217 0.171 0.233
H -1.605 1.868 -3.876 0.485
H -1.782 2.988 -2.775 0.490
O -1.574 2.037 -2.922 -0.972
H -0.441 0.021 4.022 0.490
H 0.545 1.163 3.738 0.479
O 0.329 0.312 3.525 -0.954

## x
25
Properties=species:S:1:pos:R:3:nbo_charge:R:1 method="wB97M-V/def2-TZVPD" lumo_ev=-2.65 orbital_gap_ev=11.2905 charge=+1 homo_ev=-13.94
C 1.588 -0.850 -1.304 -0.615
C 0.432 -0.514 -0.362 -0.059
C 0.674 0.602 0.620 -0.463
C -0.388 0.757 1.712 -0.226
N -1.685 0.975 1.010 -0.740
N -0.854 -0.297 -1.132 -0.839
H 2.396 -0.137 -1.326 0.235
H 1.966 -1.853 -1.077 0.221
H 1.178 -1.078 -2.285 0.220
H 0.160 -1.447 0.138 0.208
H 1.628 0.461 1.153 0.256
H 0.983 1.600 0.281 0.230
H -0.195 1.673 2.282 0.210
H -0.403 0.030 2.508 0.252
H -1.774 1.959 0.780 0.415
H -1.667 0.363 0.002 0.460
H -2.476 0.740 1.599 0.428
H -0.602 0.312 -1.911 0.399
H -1.216 -1.144 -1.558 0.395
H -2.057 -2.623 2.547 0.497
H -0.537 -2.286 2.974 0.491
O -1.390 -1.943 2.695 -0.983
H 1.178 1.301 -3.827 0.488
H 1.629 2.152 -2.622 0.482
O 1.432 1.249 -2.897 -0.962

It turns out x is the most stable, with the second structure 180.5 kJ/mol higher.

## w
22
Properties=species:S:1:pos:R:3:nbo_charge:R:1 method="wB97M-V/def2-TZVPD" lumo_ev=3.57 orbital_gap_ev=6.6857 charge=-1 homo_ev=-3.11
C 1.730 -2.683 0.303 -0.388
N 1.249 -1.448 -0.229 -0.657
C 0.093 -0.805 0.412 -0.037
C 0.354 0.689 0.536 -0.439
C -0.075 1.536 -0.672 -0.057
O -1.457 1.776 -0.600 -0.976
C -1.260 -1.130 -0.285 -0.683
H 2.566 -3.027 -0.303 0.186
H 0.977 -3.495 0.352 0.140
H 2.037 -2.534 1.339 0.178
H 1.155 -1.327 -1.227 0.360
H -0.002 -1.168 1.422 0.168
H -0.220 1.146 1.336 0.208
H 1.385 0.914 0.799 0.182
H 0.467 2.505 -0.724 0.113
H 0.095 1.066 -1.667 0.111
H -1.818 -0.185 -0.327 0.307
H -1.611 -2.071 0.130 0.186
H -1.028 -1.297 -1.348 0.181
H -1.788 3.289 -0.277 0.514
H -0.975 4.130 0.688 0.436
O -1.872 4.120 0.342 -1.035

## x
22
Properties=species:S:1:pos:R:3:nbo_charge:R:1 method="wB97M-V/def2-TZVPD" lumo_ev=3.80 orbital_gap_ev=6.7628 charge=-1 homo_ev=-2.96
C 1.727 -1.981 -1.350 -0.616
C 1.056 -1.296 -0.155 -0.221
N 1.509 0.067 0.018 -0.646
C -0.108 0.404 1.883 -0.626
C 0.541 0.993 0.648 -0.073
C -0.529 1.453 -0.370 -0.036
O -1.709 1.872 0.174 -0.972
H 2.258 -2.902 -1.124 0.197
H 2.432 -1.266 -1.789 0.195
H 0.984 -2.154 -2.127 0.205
H 1.247 -1.899 0.746 0.161
H -0.041 -1.357 -0.216 0.179
H 1.855 0.439 -0.857 0.345
H -0.376 1.224 2.548 0.218
H -1.003 -0.165 1.630 0.225
H 0.635 -0.106 2.498 0.183
H 1.160 1.850 0.943 0.164
H -0.086 2.223 -1.057 0.090
H -0.657 0.573 -1.067 0.071
H -2.873 0.710 -0.524 0.515
H -4.214 0.944 0.108 0.456
O -3.809 0.373 -0.560 -1.015

## y
22
Properties=species:S:1:pos:R:3:nbo_charge:R:1 method="wB97M-V/def2-TZVPD" lumo_ev=2.15 orbital_gap_ev=4.8166 charge=-1 homo_ev=-2.66
C 3.532 -1.045 0.533 -0.882
N 0.611 -0.011 1.078 -0.496
C -2.088 0.078 -0.205 -0.652
C -0.931 0.264 0.816 -0.316
C 0.551 -0.126 -0.243 0.166
C 0.631 1.122 -1.147 -0.432
O -0.862 2.143 -1.749 -0.679
H 2.520 -0.744 0.854 0.258
H 3.605 -1.995 0.009 0.203
H 3.767 -0.240 -0.156 0.201
H 4.053 -1.093 1.489 0.213
H -2.698 -0.830 0.166 0.332
H -2.811 0.859 -0.369 0.223
H -1.676 -0.120 -1.201 0.150
H -0.957 1.353 1.011 0.191
H -1.297 -0.304 1.677 0.317
H 0.673 -1.106 -0.729 0.172
H 0.292 1.952 -0.479 0.324
H 1.480 1.089 -1.827 0.232
H -4.514 -1.265 1.069 0.399
H -0.238 1.268 -2.082 0.387
O -3.644 -1.251 1.485 -1.311

It turns out x is the most stable, with the second structure 29.3 kJ/mol higher.

## w
10
Properties=species:S:1:pos:R:3:nbo_charge:R:1 method="wB97M-V/def2-TZVPD" smiles=N#CC(N)N lumo_ev=0.64 orbital_gap_ev=11.1258 charge=0 homo_ev=-10.49
N -2.662 -0.064 0.333 -0.369
C -1.537 -0.219 0.192 0.191
C 0.064 -0.163 -0.411 0.123
N 0.519 1.223 -0.230 -0.831
N 0.724 -1.313 0.169 -0.784
H -0.128 -0.340 -1.456 0.209
H -0.235 1.877 -0.450 0.386
H 0.799 1.394 0.784 0.363
H 0.767 -1.053 1.104 0.346
H 1.690 -1.342 -0.036 0.366

## x
10
Properties=species:S:1:pos:R:3:nbo_charge:R:1 method="wB97M-V/def2-TZVPD" lumo_ev=0.32 orbital_gap_ev=9.5525 charge=0 homo_ev=-9.23
H 1.993 0.505 1.096 0.341
N 1.045 0.241 1.351 -0.641
C 0.269 0.016 0.374 0.382
C -1.158 -0.383 0.607 -0.667
N 0.694 -0.090 -0.914 -0.157
N 0.609 0.748 -1.817 -0.280
H 1.058 0.384 -2.679 0.319
H -1.338 -0.416 1.676 0.246
H -1.358 -1.357 0.166 0.229
H -1.815 0.352 0.140 0.229

## y
10
Properties=species:S:1:pos:R:3:nbo_charge:R:1 method="wB97M-V/def2-TZVPD" smiles="[H]/N=C/C=N/N" lumo_ev=0.41 orbital_gap_ev=9.5467 charge=0 homo_ev=-9.14
H -3.253 -0.103 -0.306 0.342
N -2.477 -0.194 0.360 -0.604
C -1.363 -0.251 -0.270 0.071
C -0.043 -0.306 0.376 -0.013
N 0.890 0.073 -0.462 -0.219
N 2.126 0.082 0.099 -0.657
H -1.037 0.148 -1.333 0.174
H 0.050 -0.475 1.457 0.190
H 2.265 0.893 0.706 0.358
H 2.842 0.132 -0.627 0.358

## z
10
Properties=species:S:1:pos:R:3:nbo_charge:R:1 method="wB97M-V/def2-TZVPD" lumo_ev=-0.13 orbital_gap_ev=10.1270 charge=0 homo_ev=-10.26
H -1.788 1.144 -1.330 0.346
N -1.620 1.509 -0.384 -0.486
C -1.426 0.549 0.406 0.020
C -1.195 -0.826 0.076 0.197
N -0.838 -1.862 -0.270 -0.266
H -1.462 0.647 1.427 0.190
N 1.929 -0.160 -0.187 -1.069
H 2.582 -0.786 -0.588 0.359
H 2.459 0.498 0.384 0.355
H 1.359 -0.714 0.466 0.355

It turns out w is the most stable, with the second structure 6.1 kJ/mol higher.